A molecular structure, C16H44O11P2S6 in a non-equilibrium geometry. Source: the Open Molecules 2025 dataset; level of theory: ωB97M-V with the def2-TZVPD basis set.

Cartesian coordinates (Å):
1 C -7.08 -8.45 1.40
2 C -7.42 -7.82 0.45
3 C -7.71 -7.02 -0.75
4 O -7.02 -5.77 -0.82
5 P -7.40 -4.61 0.24
6 O -7.32 -3.32 -0.43
7 O -8.86 -4.87 0.81
8 O -6.43 -4.64 1.50
9 P -4.92 -5.45 1.36
10 C -3.96 -4.53 0.11
11 O -4.17 -5.03 2.77
12 H -6.53 -8.90 2.19
13 H -7.37 -7.61 -1.59
14 H -8.79 -6.90 -0.85
15 H -9.03 -5.79 1.05
16 H -3.04 -4.16 0.55
17 H -4.49 -3.66 -0.29
18 H -3.75 -5.23 -0.68
19 H -4.74 -5.35 3.47
20 C -1.63 -1.60 -2.61
21 S -2.17 -3.30 -2.69
22 O -1.70 -3.98 -1.45
23 C -1.05 -3.77 -4.01
24 H -2.17 -1.10 -1.81
25 H -0.56 -1.55 -2.41
26 H -1.85 -1.10 -3.56
27 H -0.02 -3.59 -3.69
28 H -1.27 -3.19 -4.90
29 H -1.18 -4.83 -4.21
30 C 2.03 -1.14 -5.29
31 S 0.62 -0.26 -5.97
32 O -0.59 -1.08 -5.72
33 C 1.06 -0.49 -7.70
34 H 1.93 -1.15 -4.20
35 H 2.03 -2.17 -5.67
36 H 2.95 -0.63 -5.57
37 H 1.12 -1.56 -7.92
38 H 2.01 0.00 -7.90
39 H 0.28 -0.04 -8.31
40 C 2.87 0.17 0.44
41 S 1.87 -0.40 -0.93
42 O 2.81 -0.86 -2.00
43 C 1.28 1.22 -1.41
44 H 3.38 -0.69 0.87
45 H 3.60 0.89 0.09
46 H 2.23 0.63 1.19
47 H 2.12 1.87 -1.64
48 H 0.68 1.65 -0.60
49 H 0.65 1.11 -2.30
50 C 3.93 5.45 1.80
51 S 3.65 3.83 2.53
52 O 3.72 2.84 1.41
53 C 1.91 4.10 2.90
54 H 4.96 5.49 1.45
55 H 3.25 5.60 0.96
56 H 3.77 6.22 2.55
57 H 1.37 4.34 1.98
58 H 1.81 4.91 3.61
59 H 1.52 3.18 3.33
60 C -0.25 6.35 6.81
61 S -1.24 5.75 5.44
62 O -0.30 5.27 4.40
63 C -1.84 7.37 4.92
64 H 0.25 5.50 7.26
65 H 0.49 7.06 6.45
66 H -0.90 6.82 7.55
67 H -0.99 8.01 4.68
68 H -2.44 7.81 5.72
69 H -2.46 7.22 4.04
70 C 7.50 3.71 0.34
71 S 6.93 2.62 1.66
72 O 7.00 3.40 2.92
73 C 8.36 1.53 1.61
74 H 6.76 4.50 0.22
75 H 8.46 4.13 0.61
76 H 7.57 3.14 -0.59
77 H 9.27 2.10 1.79
78 H 8.40 1.03 0.65
79 H 8.23 0.79 2.40

Output
2S+1: 1
HOMO-LUMO gap in eV: 8.550
HOMO level in eV: -8.04
E_tot in Eh: -4535.38127
LUMO in eV: 0.5


A single C17H14N2O2S molecule in a non-equilibrium geometry. Source: the Open Molecules 2025 dataset; level of theory: ωB97M-V with the def2-TZVPD basis set.

Cartesian coordinates (Å):
1 C -6.59 -0.09 -0.51
2 C -5.22 0.46 -0.25
3 C -5.04 1.79 0.12
4 C -3.75 2.25 0.33
5 C -2.68 1.37 0.20
6 C -2.96 0.05 -0.17
7 C -1.98 -1.00 -0.40
8 C -0.68 -1.13 -0.09
9 S 0.17 -2.60 -0.59
10 C 1.68 -2.09 0.20
11 O 2.70 -2.73 0.21
12 N 1.48 -0.88 0.79
13 C 2.57 -0.21 1.49
14 C 3.34 0.67 0.53
15 C 4.39 0.14 -0.21
16 C 5.08 0.93 -1.11
17 C 4.71 2.26 -1.28
18 C 3.66 2.79 -0.55
19 C 2.98 1.99 0.35
20 C 0.24 -0.28 0.68
21 O 0.00 0.79 1.19
22 N -4.21 -0.37 -0.40
23 H -7.20 0.00 0.39
24 H -7.08 0.47 -1.30
25 H -6.52 -1.13 -0.79
26 H -5.89 2.45 0.22
27 H -3.57 3.27 0.61
28 H -1.67 1.69 0.37
29 H -2.43 -1.84 -0.91
30 H 3.22 -0.99 1.91
31 H 2.12 0.39 2.28
32 H 4.67 -0.90 -0.07
33 H 5.90 0.52 -1.68
34 H 5.25 2.88 -1.99
35 H 3.37 3.82 -0.69
36 H 2.15 2.40 0.92

Output
2S+1: 1
HOMO-LUMO gap in eV: 7.987
HOMO level in eV: -8.65
E_tot in Eh: -1314.43360
SMILES string: Cc1cccc(/C=C2/SC(=O)N(Cc3ccccc3)C2=O)n1
LUMO in eV: -0.7


A molecular structure, CH4I2OSi in a non-equilibrium geometry. Source: the Open Molecules 2025 dataset; level of theory: ωB97M-V with the def2-TZVPD basis set.

Cartesian coordinates (Å):
1 C 1.62 0.07 0.48
2 O -0.02 0.43 -0.86
3 Si -1.50 0.14 -0.46
4 I 1.06 -1.65 1.55
5 I 3.17 -0.28 -0.95
6 H 1.96 0.94 1.10
7 H -1.85 -1.24 -0.32
8 H -2.52 0.86 -1.33
9 H -1.92 0.73 0.80

Output
2S+1: 1
HOMO-LUMO gap in eV: 7.952
HOMO level in eV: -9.91
E_tot in Eh: -1000.49654
LUMO in eV: -2.0


A molecular structure, C6H19CaN3O6P2SbSe4 in a non-equilibrium geometry. Source: the Open Molecules 2025 dataset; level of theory: ωB97M-V with the def2-TZVPD basis set.

Cartesian coordinates (Å):
1 Ca -1.65 -0.34 0.57
2 Se 0.24 -4.63 3.43
3 Sb -1.63 -3.19 2.86
4 Se -1.20 -0.72 3.17
5 Se -1.96 -3.00 0.31
6 Se -3.71 -3.85 3.89
7 N -3.18 1.45 -2.09
8 C -1.80 2.02 -1.62
9 C -1.48 3.30 -2.40
10 P -0.56 0.60 -1.95
11 O 0.66 1.24 -2.78
12 O -1.35 -0.32 -2.81
13 O 0.05 0.13 -0.65
14 P -1.99 2.33 0.26
15 O -2.72 3.77 0.21
16 O -0.70 2.38 0.98
17 O -3.03 1.26 0.61
18 H -2.96 0.64 -2.70
19 H -3.74 2.16 -2.55
20 H -3.69 1.13 -1.29
21 H -1.45 3.11 -3.48
22 H -0.51 3.68 -2.10
23 H -2.22 4.07 -2.18
24 H 0.50 1.12 -3.73
25 H -2.65 4.22 1.07
26 N 2.65 -0.80 -0.30
27 C 3.31 -0.15 0.90
28 C 2.47 -0.48 2.12
29 N 2.23 -1.90 2.28
30 C 1.70 -2.56 1.10
31 C 2.55 -2.31 -0.13
32 H 3.13 -0.55 -1.15
33 H 1.70 -0.45 -0.37
34 H 3.37 0.92 0.71
35 H 4.31 -0.57 0.97
36 H 1.50 0.01 2.03
37 H 2.95 -0.07 3.00
38 H 2.96 -2.41 2.75
39 H 0.69 -2.20 0.85
40 H 1.58 -3.62 1.29
41 H 2.07 -2.71 -1.02
42 H 3.56 -2.69 -0.04

Output
Net charge: -1
2S+1: 1
HOMO-LUMO gap in eV: 4.242
HOMO level in eV: -2.89
E_tot in Eh: -12062.43339
LUMO in eV: 1.3


A molecular structure, C17H17BEuN8O6 in a non-equilibrium geometry. Source: the Open Molecules 2025 dataset; level of theory: ωB97M-V with the def2-TZVPD basis set.

Cartesian coordinates (Å):
1 H 2.16 0.75 -2.09
2 N 0.07 0.76 -2.35
3 B -2.29 0.87 -3.28
4 N -0.75 0.81 -3.47
5 C 0.01 0.85 -4.58
6 Eu -0.83 0.95 0.16
7 H -0.46 0.89 -5.55
8 C 1.35 0.83 -4.20
9 H 2.21 0.86 -4.83
10 C 1.34 0.77 -2.79
11 H -2.84 0.96 -4.34
12 C -1.76 1.33 2.06
13 H -1.64 1.64 3.09
14 H -1.80 0.22 2.04
15 H -2.66 1.80 1.64
16 N -2.60 2.10 -2.37
17 N -2.74 -0.42 -2.53
18 N -1.99 2.19 -1.09
19 N -2.26 -0.67 -1.25
20 C -3.40 3.16 -2.56
21 C -3.58 -1.40 -2.90
22 H -3.95 3.26 -3.49
23 H -4.06 -1.36 -3.87
24 C -3.36 3.98 -1.42
25 C -3.65 -2.33 -1.86
26 C -2.47 3.34 -0.54
27 C -2.79 -1.84 -0.86
28 H -3.89 4.90 -1.26
29 H -4.24 -3.23 -1.83
30 H -2.18 3.63 0.47
31 H -2.54 -2.27 0.11
32 H -0.50 1.99 1.47
33 O 1.57 0.59 0.56
34 C 1.33 -0.55 1.10
35 O 0.22 -1.17 0.95
36 C 2.35 -1.14 2.04
37 C 1.98 -2.22 2.87
38 C 2.88 -2.71 3.83
39 C 4.17 -2.17 3.96
40 C 4.54 -1.11 3.12
41 C 3.63 -0.58 2.18
42 N 5.86 -0.55 3.21
43 O 6.66 -1.03 4.04
44 O 6.16 0.39 2.45
45 N 2.45 -3.75 4.73
46 O 1.28 -4.19 4.61
47 O 3.24 -4.17 5.60
48 H 0.99 -2.65 2.78
49 H 4.87 -2.57 4.69
50 H 3.92 0.26 1.56

Output
2S+1: 8
HOMO-LUMO gap (spin up / spin down) in eV: 6.861 / 7.736
HOMO level (spin up / spin down) in eV: -8.14 / -9.02
E_tot in Eh: -2282.48480
LUMO (spin up / spin down) in eV: -1.3 / -1.3


A molecular structure, C6H9N3OS in a non-equilibrium geometry. Source: the Open Molecules 2025 dataset; level of theory: ωB97M-V with the def2-TZVPD basis set.

Cartesian coordinates (Å):
1 C -1.77 0.18 -1.85
2 C -1.09 1.16 -1.31
3 C -0.23 -1.50 -0.61
4 C 0.48 -0.27 -0.08
5 C -1.61 -1.21 -1.37
6 C -0.14 1.03 -0.09
7 N 1.99 0.71 1.68
8 N 3.05 1.26 2.35
9 N -0.29 -1.80 0.80
10 O -1.34 -1.61 1.41
11 S 1.81 -0.71 0.97
12 H -2.16 0.43 -2.89
13 H -1.28 2.21 -1.58
14 H 0.30 -2.31 -1.15
15 H -2.20 -1.42 -0.48
16 H -1.79 -1.81 -2.32
17 H 0.66 1.78 0.01
18 H -0.73 1.39 0.83
19 H 3.65 0.56 2.67
20 H 2.70 1.91 3.04

Output
2S+1: 1
HOMO-LUMO gap (spin up / spin down) in eV: 7.383 / 6.937
HOMO level (spin up / spin down) in eV: -7.34 / -7.41
E_tot in Eh: -871.43766
LUMO (spin up / spin down) in eV: 0.0 / -0.5


A molecular structure, C24H22O6S in a non-equilibrium geometry. Source: the Open Molecules 2025 dataset; level of theory: ωB97M-V with the def2-TZVPD basis set.

Cartesian coordinates (Å):
1 C 6.32 2.99 -0.73
2 H 5.75 3.84 -0.75
3 H 6.95 3.08 -1.79
4 H 7.03 3.01 -0.01
5 O 5.55 1.61 -0.91
6 C 4.76 1.49 0.41
7 O 4.69 2.24 1.44
8 C 4.04 0.32 0.21
9 C 3.98 -0.49 -0.89
10 C 3.34 -1.74 -0.78
11 C 2.54 -1.86 0.39
12 C 2.53 -1.14 1.39
13 C 3.38 -0.25 1.36
14 H 3.42 0.67 2.38
15 H 2.07 -1.54 2.25
16 C 1.68 -3.34 0.52
17 H 1.89 -4.02 -0.49
18 H 1.98 -4.00 1.33
19 O 0.48 -2.86 0.54
20 C -0.32 -2.49 -0.36
21 O 0.14 -2.50 -1.67
22 C -1.79 -2.02 0.01
23 C -2.05 -1.70 1.21
24 C -3.37 -1.26 1.58
25 C -4.22 -0.94 0.13
26 C -3.77 -1.45 -0.93
27 C -2.58 -2.15 -1.19
28 H -2.25 -2.06 -2.22
29 H -4.64 -1.38 -1.62
30 C -5.44 -0.42 0.68
31 H -5.76 -0.24 1.60
32 H -6.33 -0.74 -0.15
33 S -5.17 1.43 0.12
34 O -5.85 1.45 -1.20
35 O -5.68 2.15 1.20
36 C -3.39 1.76 -0.05
37 C -2.85 1.41 -1.52
38 C -1.50 1.42 -1.22
39 C -0.69 1.59 -0.35
40 C -1.37 1.86 0.98
41 C -2.56 1.66 1.19
42 H -3.24 1.95 2.22
43 H -0.73 1.82 1.78
44 C 0.76 1.35 -0.50
45 H 1.22 1.80 0.33
46 H 1.29 2.12 -1.32
47 H 1.19 0.38 -0.79
48 H -0.92 1.13 -2.42
49 H -3.50 1.39 -2.30
50 H -3.72 -0.98 2.47
51 H -1.31 -1.90 1.91
52 H 3.28 -2.28 -1.70
53 H 4.76 -0.17 -1.78

Output
2S+1: 1
HOMO-LUMO gap in eV: 7.897
HOMO level in eV: -8.65
E_tot in Eh: -1776.64968
LUMO in eV: -0.8


A molecular structure, H2N2O5Si in a non-equilibrium geometry. Source: the Open Molecules 2025 dataset; level of theory: ωB97M-V with the def2-TZVPD basis set.

Cartesian coordinates (Å):
1 N -1.68 1.26 1.17
2 N -1.55 0.00 -1.34
3 O -2.44 0.68 -1.80
4 O -2.67 1.07 1.82
5 O -1.36 -1.24 -1.50
6 O -1.15 2.43 1.19
7 O -0.06 2.41 0.37
8 Si -0.06 0.27 -0.30
9 H 0.91 0.65 -1.18
10 H 0.20 -0.88 0.69

Output
2S+1: 3
HOMO-LUMO gap (spin up / spin down) in eV: 4.651 / 5.238
HOMO level (spin up / spin down) in eV: -6.97 / -10.17
E_tot in Eh: -775.93856
LUMO (spin up / spin down) in eV: -2.3 / -4.9


2 unconnected molecules or ions with the total composition C3H6N2O. Source: the Open Molecules 2025 dataset; level of theory: ωB97M-V with the def2-TZVPD basis set.

Cartesian coordinates (Å):
1 C -0.61 1.58 -0.32
2 N 0.41 0.62 0.02
3 C 1.25 0.04 -0.64
4 N 2.19 -0.57 -1.16
5 H -1.59 1.11 -0.16
6 H -0.54 1.94 -1.35
7 H -0.54 2.44 0.35
8 H 1.95 -1.40 -1.67
9 C -0.63 -1.44 1.23
10 O -1.76 -1.43 0.81
11 H 0.19 -1.98 0.73
12 H -0.33 -0.90 2.16

Output
2S+1: 1
HOMO-LUMO gap in eV: 10.675
HOMO level in eV: -9.91
E_tot in Eh: -302.60102
SMILES string: CN=C=N.C=O
LUMO in eV: 0.8


A single C14H16ClN3O3S molecule in a non-equilibrium geometry. Source: the Open Molecules 2025 dataset; level of theory: ωB97M-V with the def2-TZVPD basis set.

Cartesian coordinates (Å):
1 C 3.21 2.73 1.75
2 C 3.30 1.24 1.49
3 C 2.25 0.72 0.49
4 C 3.00 -0.35 -0.29
5 C 2.65 -0.48 -1.77
6 C 1.28 -1.13 -1.99
7 C 0.17 -0.17 -1.69
8 O 0.05 0.91 -2.23
9 N -0.85 -0.54 -0.81
10 C -0.97 -1.51 0.13
11 S 0.21 -2.48 0.75
12 N -2.22 -1.66 0.67
13 C -3.39 -0.97 0.45
14 C -4.56 -1.37 1.12
15 C -5.73 -0.67 0.88
16 C -5.70 0.41 0.00
17 Cl -7.13 1.31 -0.33
18 C -4.50 0.73 -0.62
19 N -3.39 0.06 -0.39
20 C 4.46 0.06 -0.10
21 O 5.40 -0.34 -0.73
22 O 4.57 0.93 0.90
23 H 3.31 3.28 0.82
24 H 4.01 3.04 2.43
25 H 2.25 2.97 2.20
26 H 3.24 0.69 2.44
27 H 1.37 0.33 1.01
28 H 1.93 1.52 -0.17
29 H 2.88 -1.33 0.19
30 H 2.67 0.50 -2.24
31 H 3.42 -1.09 -2.24
32 H 1.19 -2.05 -1.42
33 H 1.19 -1.36 -3.06
34 H -1.69 0.06 -0.87
35 H -2.27 -2.40 1.36
36 H -4.54 -2.20 1.80
37 H -6.64 -0.94 1.38
38 H -4.42 1.56 -1.31

Output
2S+1: 1
HOMO-LUMO gap in eV: 8.602
HOMO level in eV: -8.91
E_tot in Eh: -1791.52352
SMILES string: C[C@H]1C[C@@H](CCC(=O)NC(=S)Nc2ccc(Cl)cn2)C(=O)O1
LUMO in eV: -0.3


- Look up the 2S+1 of the seventh one.
  1


Repeat the fourth record exactly.
A molecular structure, C6H19CaN3O6P2SbSe4 in a non-equilibrium geometry. Source: the Open Molecules 2025 dataset; level of theory: ωB97M-V with the def2-TZVPD basis set.

Cartesian coordinates (Å):
1 Ca -1.65 -0.34 0.57
2 Se 0.24 -4.63 3.43
3 Sb -1.63 -3.19 2.86
4 Se -1.20 -0.72 3.17
5 Se -1.96 -3.00 0.31
6 Se -3.71 -3.85 3.89
7 N -3.18 1.45 -2.09
8 C -1.80 2.02 -1.62
9 C -1.48 3.30 -2.40
10 P -0.56 0.60 -1.95
11 O 0.66 1.24 -2.78
12 O -1.35 -0.32 -2.81
13 O 0.05 0.13 -0.65
14 P -1.99 2.33 0.26
15 O -2.72 3.77 0.21
16 O -0.70 2.38 0.98
17 O -3.03 1.26 0.61
18 H -2.96 0.64 -2.70
19 H -3.74 2.16 -2.55
20 H -3.69 1.13 -1.29
21 H -1.45 3.11 -3.48
22 H -0.51 3.68 -2.10
23 H -2.22 4.07 -2.18
24 H 0.50 1.12 -3.73
25 H -2.65 4.22 1.07
26 N 2.65 -0.80 -0.30
27 C 3.31 -0.15 0.90
28 C 2.47 -0.48 2.12
29 N 2.23 -1.90 2.28
30 C 1.70 -2.56 1.10
31 C 2.55 -2.31 -0.13
32 H 3.13 -0.55 -1.15
33 H 1.70 -0.45 -0.37
34 H 3.37 0.92 0.71
35 H 4.31 -0.57 0.97
36 H 1.50 0.01 2.03
37 H 2.95 -0.07 3.00
38 H 2.96 -2.41 2.75
39 H 0.69 -2.20 0.85
40 H 1.58 -3.62 1.29
41 H 2.07 -2.71 -1.02
42 H 3.56 -2.69 -0.04

Output
Net charge: -1
2S+1: 1
HOMO-LUMO gap in eV: 4.242
HOMO level in eV: -2.89
E_tot in Eh: -12062.43339
LUMO in eV: 1.3


Copy entry 2 word for word.
A single C17H14N2O2S molecule in a non-equilibrium geometry. Source: the Open Molecules 2025 dataset; level of theory: ωB97M-V with the def2-TZVPD basis set.

Cartesian coordinates (Å):
1 C -6.59 -0.09 -0.51
2 C -5.22 0.46 -0.25
3 C -5.04 1.79 0.12
4 C -3.75 2.25 0.33
5 C -2.68 1.37 0.20
6 C -2.96 0.05 -0.17
7 C -1.98 -1.00 -0.40
8 C -0.68 -1.13 -0.09
9 S 0.17 -2.60 -0.59
10 C 1.68 -2.09 0.20
11 O 2.70 -2.73 0.21
12 N 1.48 -0.88 0.79
13 C 2.57 -0.21 1.49
14 C 3.34 0.67 0.53
15 C 4.39 0.14 -0.21
16 C 5.08 0.93 -1.11
17 C 4.71 2.26 -1.28
18 C 3.66 2.79 -0.55
19 C 2.98 1.99 0.35
20 C 0.24 -0.28 0.68
21 O 0.00 0.79 1.19
22 N -4.21 -0.37 -0.40
23 H -7.20 0.00 0.39
24 H -7.08 0.47 -1.30
25 H -6.52 -1.13 -0.79
26 H -5.89 2.45 0.22
27 H -3.57 3.27 0.61
28 H -1.67 1.69 0.37
29 H -2.43 -1.84 -0.91
30 H 3.22 -0.99 1.91
31 H 2.12 0.39 2.28
32 H 4.67 -0.90 -0.07
33 H 5.90 0.52 -1.68
34 H 5.25 2.88 -1.99
35 H 3.37 3.82 -0.69
36 H 2.15 2.40 0.92

Output
2S+1: 1
HOMO-LUMO gap in eV: 7.987
HOMO level in eV: -8.65
E_tot in Eh: -1314.43360
SMILES string: Cc1cccc(/C=C2/SC(=O)N(Cc3ccccc3)C2=O)n1
LUMO in eV: -0.7


- Among the records above, which one has the highest E_tot?
  C3H6N2O